1.
{"formula": "C35H33Cl3N2OsS3Sb", "method": "wB97M-V/def2-TZVPD", "symbols": ["Os", "Cl", "C", "C", "C", "C", "C", "Cl", "C", "S", "H", "H", "H", "S", "C", "N", "C", "C", "S", "H", "H", "H", "H", "H", "C", "C", "C", "C", "C", "C", "C", "Sb", "C", "C", "C", "C", "C", "C", "C", "C", "C", "C", "C", "C", "C", "C", "H", "H", "H", "H", "H", "H", "H", "H", "H", "H", "H", "H", "H", "H", "H", "H", "H", "H", "H", "H", "H", "Cl", "C", "C", "C", "C", "N", "C", "H", "H", "H", "H"], "positions_angstrom": [[1.903, 0.327, -0.241], [4.465, 0.425, -0.403], [4.915, 0.356, 1.289], [6.249, 0.336, 1.619], [6.581, 0.305, 2.972], [5.606, 0.301, 3.956], [4.268, 0.329, 3.599], [3.049, 0.324, 4.809], [3.903, 0.355, 2.244], [2.201, 0.438, 1.851], [7.014, 0.347, 0.856], [7.625, 0.286, 3.257], [5.876, 0.278, 5.002], [2.065, 2.431, -1.189], [0.816, 2.648, -2.375], [0.383, 3.817, -2.751], [-0.464, 3.839, -3.957], [-1.026, 2.426, -4.093], [0.242, 1.352, -3.328], [0.693, 4.673, -2.304], [0.156, 4.124, -4.808], [-1.260, 4.571, -3.830], [-1.155, 2.133, -5.132], [-1.953, 2.287, -3.539], [-3.836, -0.611, -1.419], [-3.357, 0.815, -1.417], [-4.226, 1.782, -1.940], [-3.960, 3.136, -1.855], [-2.797, 3.574, -1.230], [-1.906, 2.639, -0.737], [-2.161, 1.267, -0.853], [-0.744, 0.126, 0.244], [-1.188, 0.977, 2.127], [-0.403, 2.058, 2.542], [-0.699, 2.740, 3.708], [-1.790, 2.339, 4.468], [-2.597, 1.306, 4.029], [-2.336, 0.620, 2.841], [-3.344, -0.401, 2.386], [-0.975, -1.970, 0.280], [-1.017, -2.574, 1.535], [-1.092, -3.956, 1.639], [-1.133, -4.724, 0.483], [-1.067, -4.118, -0.764], [-0.970, -2.735, -0.893], [-0.856, -2.115, -2.260], [-4.802, -0.664, -0.916], [-3.164, -1.294, -0.903], [-3.992, -0.977, -2.435], [-5.158, 1.450, -2.381], [-4.677, 3.850, -2.238], [-2.612, 4.632, -1.095], [-1.026, 2.987, -0.203], [0.434, 2.401, 1.944], [-0.091, 3.579, 4.018], [-2.028, 2.853, 5.390], [-3.472, 1.030, 4.605], [-3.382, -1.256, 3.062], [-3.155, -0.782, 1.383], [-4.338, 0.047, 2.380], [-1.012, -1.972, 2.437], [-1.143, -4.425, 2.612], [-1.219, -5.801, 0.552], [-1.095, -4.730, -1.657], [-0.706, -2.877, -3.024], [-0.011, -1.424, -2.313], [-1.750, -1.553, -2.531], [3.502, -3.216, -4.166], [2.976, -3.062, -2.549], [2.859, -4.165, -1.708], [2.420, -3.969, -0.411], [2.091, -2.700, 0.021], [2.229, -1.637, -0.792], [2.679, -1.809, -2.049], [3.115, -5.152, -2.072], [2.317, -4.800, 0.273], [1.709, -2.518, 1.013], [2.810, -0.927, -2.668]], "mulliken_charge": [1.619, -0.157, 0.824, -0.781, -0.458, -0.700, 0.183, -0.145, -0.383, 0.503, 0.513, 0.436, 0.475, -0.311, 0.364, -0.041, -0.796, -0.065, 0.054, 0.280, 0.366, 0.413, 0.624, -0.234, -1.952, 1.092, -0.791, -0.874, -0.999, -0.717, 1.132, 0.061, 1.284, -0.708, -1.235, -0.755, -0.757, 0.765, -1.304, 1.713, -1.210, -0.926, -0.893, -0.707, 0.678, -0.938, 0.532, 0.122, 0.464, 0.526, 0.461, 0.568, 0.240, 0.507, 0.521, 0.440, 0.529, 0.471, -0.079, 0.561, 0.612, 0.522, 0.476, 0.519, 0.539, -0.089, -0.017, -0.146, -0.244, -0.315, -0.942, -0.162, 0.020, -0.287, 0.520, 0.549, 0.536, 0.507], "gap_ev": [5.564, 5.562], "lumo_energy_ev": [-10.6, -10.6], "e_homo_ev": [-16.1205, -16.1205], "total_charge": 3}

---

2.
{"formula": "C35H33ClN4Si2Ti", "method": "wB97M-V/def2-TZVPD", "symbols": ["C", "C", "C", "H", "C", "C", "H", "H", "H", "H", "Ti", "Si", "C", "C", "H", "C", "H", "C", "H", "C", "H", "C", "H", "C", "C", "H", "C", "H", "C", "H", "C", "H", "C", "H", "H", "Si", "C", "C", "H", "C", "H", "C", "H", "C", "H", "C", "H", "C", "C", "H", "C", "H", "C", "H", "C", "H", "C", "H", "H", "Cl", "N", "C", "C", "N", "C", "C", "N", "C", "C", "N", "H", "H", "H", "H", "H", "H"], "positions_angstrom": [[-3.596, -2.036, 3.431], [-2.200, -1.751, 3.339], [-2.041, -0.398, 2.890], [-1.389, -2.410, 3.642], [-3.367, 0.160, 2.697], [-4.318, -0.868, 3.027], [-5.397, -0.744, 3.038], [-4.021, -2.956, 3.824], [-1.089, 0.133, 2.811], [-3.597, 1.188, 2.410], [-3.095, -1.443, 1.238], [1.096, -1.086, -1.468], [2.639, -1.730, -0.660], [3.726, -2.123, -1.458], [3.668, -2.001, -2.545], [4.878, -2.642, -0.864], [5.725, -2.921, -1.487], [4.954, -2.785, 0.523], [5.865, -3.151, 0.993], [3.865, -2.421, 1.318], [3.913, -2.512, 2.402], [2.698, -1.919, 0.732], [1.835, -1.678, 1.365], [0.450, 0.498, -0.584], [0.810, 0.879, 0.713], [1.638, 0.402, 1.247], [0.219, 2.104, 1.265], [0.629, 2.516, 2.191], [-1.181, 2.309, 0.914], [-1.927, 2.634, 1.629], [-1.430, 2.105, -0.419], [-2.372, 2.392, -0.874], [-0.361, 1.550, -1.225], [-0.480, 1.537, -2.309], [0.056, -1.986, -0.935], [0.772, 2.990, -0.395], [0.657, 4.743, -1.152], [1.738, 5.625, -0.998], [2.563, 5.358, -0.331], [1.811, 6.824, -1.717], [2.667, 7.487, -1.554], [0.791, 7.164, -2.622], [0.833, 8.122, -3.149], [-0.287, 6.274, -2.803], [-1.090, 6.493, -3.508], [-0.359, 5.083, -2.058], [-1.206, 4.404, -2.217], [2.568, 2.580, -0.921], [3.595, 2.410, 0.009], [3.518, 2.829, 1.015], [4.731, 1.678, -0.361], [5.506, 1.470, 0.377], [4.858, 1.176, -1.657], [5.689, 0.517, -1.913], [3.894, 1.484, -2.619], [3.999, 1.118, -3.641], [2.766, 2.238, -2.263], [2.048, 2.531, -3.035], [1.107, -1.469, -2.853], [-2.861, -0.363, -0.671], [-2.173, -5.340, 0.370], [-0.832, -5.156, 0.710], [-0.715, -3.869, 1.130], [-1.959, -3.244, 1.031], [-2.834, -4.179, 0.591], [-4.240, -3.902, 0.470], [-4.756, -2.662, 0.654], [-6.130, -2.762, 0.417], [-6.447, -4.067, 0.170], [-5.240, -4.769, 0.187], [-2.579, -6.182, -0.024], [-0.109, -5.948, 0.658], [0.164, -3.322, 1.438], [-6.761, -1.886, 0.415], [-7.387, -4.561, 0.003], [-5.112, -5.762, 0.010]], "mulliken_charge": [-0.367, -0.773, -0.028, 0.498, -0.518, -0.536, 0.525, 0.455, 0.500, 0.400, 0.415, 0.282, 0.848, -0.665, 0.335, -0.487, 0.415, -0.505, 0.382, -1.006, 0.405, -0.100, 0.320, 0.660, -0.567, 0.431, -0.768, 0.625, -0.384, 0.550, -1.412, 0.649, -0.252, 0.527, -0.201, 0.336, 0.371, -0.316, 0.283, -0.603, 0.360, -0.433, 0.358, -0.656, 0.360, -0.294, 0.263, 0.565, -0.556, 0.427, -0.427, 0.402, -0.507, 0.397, -0.527, 0.431, -0.586, 0.349, -0.234, -0.448, -0.179, -0.876, -0.357, 0.570, 0.169, -0.267, 0.341, -0.571, -0.671, -0.160, 0.192, 0.440, 0.360, 0.443, 0.402, 0.195], "spin_multiplicity": 3, "gap_ev": [4.973, 7.320], "lumo_energy_ev": [0.5, 0.5], "s2": 2.010, "e_homo_ev": [-4.4821, -6.8548]}

---

3.
{"formula": "C35H33ClN4Si2V", "method": "wB97M-V/def2-TZVPD", "symbols": ["C", "C", "C", "H", "C", "C", "H", "H", "H", "H", "V", "Si", "C", "C", "H", "C", "H", "C", "H", "C", "H", "C", "H", "C", "C", "H", "C", "H", "C", "H", "C", "H", "C", "H", "H", "Si", "C", "C", "H", "C", "H", "C", "H", "C", "H", "C", "H", "C", "C", "H", "C", "H", "C", "H", "C", "H", "C", "H", "H", "Cl", "N", "C", "C", "N", "C", "C", "N", "C", "C", "N", "H", "H", "H", "H", "H", "H"], "positions_angstrom": [[4.356, 0.186, 2.450], [3.848, -0.694, 1.442], [3.791, 0.025, 0.204], [3.740, -1.766, 1.544], [4.305, 1.339, 0.443], [4.635, 1.443, 1.833], [5.105, 2.291, 2.316], [4.604, -0.090, 3.471], [3.534, -0.388, -0.769], [4.489, 2.088, -0.319], [2.482, 1.025, 1.602], [-2.988, -1.407, 1.184], [-3.408, -2.747, -0.023], [-4.497, -2.559, -0.885], [-5.170, -1.710, -0.723], [-4.691, -3.438, -1.952], [-5.514, -3.260, -2.646], [-3.819, -4.515, -2.144], [-3.945, -5.163, -3.014], [-2.790, -4.753, -1.228], [-2.126, -5.609, -1.346], [-2.601, -3.888, -0.147], [-1.826, -4.092, 0.597], [-1.504, -0.522, 0.538], [-0.418, -1.234, 0.069], [-0.449, -2.325, 0.026], [0.714, -0.533, -0.425], [1.532, -1.040, -0.941], [0.968, 0.772, 0.195], [1.903, 1.359, -0.048], [-0.246, 1.563, 0.480], [-0.149, 2.624, 0.705], [-1.482, 0.888, 0.451], [-2.410, 1.446, 0.563], [-2.629, -2.007, 2.492], [-0.066, 1.001, -1.278], [0.522, 2.364, -2.444], [0.680, 2.113, -3.816], [0.649, 1.084, -4.181], [0.840, 3.167, -4.722], [0.954, 2.963, -5.790], [0.847, 4.489, -4.253], [0.949, 5.316, -4.959], [0.745, 4.744, -2.880], [0.766, 5.771, -2.511], [0.618, 3.680, -1.980], [0.599, 3.884, -0.909], [-1.312, 0.159, -2.466], [-1.032, -1.077, -3.049], [-0.067, -1.568, -2.893], [-1.993, -1.714, -3.841], [-1.771, -2.688, -4.281], [-3.232, -1.101, -4.050], [-3.985, -1.603, -4.656], [-3.512, 0.140, -3.474], [-4.481, 0.619, -3.636], [-2.549, 0.773, -2.678], [-2.770, 1.750, -2.236], [-4.069, -0.568, 1.292], [2.283, 3.369, 1.334], [0.515, -1.577, 4.292], [0.514, -2.586, 3.336], [1.153, -2.066, 2.243], [1.475, -0.736, 2.485], [1.082, -0.467, 3.740], [1.529, 0.732, 4.393], [2.293, 1.622, 3.744], [2.709, 2.556, 4.692], [2.200, 2.216, 5.923], [1.467, 1.046, 5.725], [0.105, -1.616, 5.221], [0.067, -3.550, 3.506], [1.394, -2.573, 1.322], [3.327, 3.395, 4.433], [2.302, 2.677, 6.891], [0.914, 0.550, 6.419]], "mulliken_charge": [-0.539, -0.017, -0.659, 0.683, -0.188, -0.252, 0.516, 0.475, 0.428, 0.430, -0.804, 0.060, 0.665, -0.470, 0.385, -0.463, 0.466, -0.685, 0.424, -0.626, 0.431, -0.343, 0.439, 1.906, -1.392, 0.285, -1.702, 0.719, 3.342, 0.874, -1.095, 1.009, -1.327, 0.618, -0.168, -0.976, 0.732, -0.370, 0.415, -0.781, 0.421, -0.504, 0.405, -0.895, 0.418, -0.180, 0.163, 0.373, 0.112, 0.417, -0.738, 0.478, -0.563, 0.485, -0.952, 0.440, -0.315, 0.420, -0.214, -0.340, -0.067, -1.151, -0.545, 0.833, -0.118, -0.244, 0.081, -0.400, -0.709, -0.120, 0.238, 0.433, 0.786, 0.456, 0.431, 0.219], "spin_multiplicity": 2, "gap_ev": [5.332, 5.490], "lumo_energy_ev": [-7.1, -7.0], "s2": 0.813, "e_homo_ev": [-12.4689, -12.5137], "total_charge": 2}

---

Calculated energy above the lowest of the compared OMol25 structures with the same formula, charge and spin in order - 0.0124; 0.0000; 0.0000 eV